Record 1
# C31H56MgN3O3P2

A structure of composition C31H56MgN3O3P2 (the ωB97M-V functional and the def2-TZVPD basis, the OMol25 dataset).

## Properties
LUMO energy	-3.05	eV
multiplicity	1
HOMO	-8.17	eV
DFT total energy	-2487.45213	hartree
HOMO-LUMO gap	5.115	eV
net charge	+1
molar mass	605.06	g/mol

Geometry as XYZ:
```
96
C31H56MgN3O3P2 | the OMol25 dataset | the ωB97M-V functional and the def2-TZVPD basis
C 1.316 -1.393 -2.516
C -0.586 -0.032 -3.073
C 1.608 -1.645 -3.853
C -0.270 -0.243 -4.464
C 0.792 -1.034 -4.842
H 2.452 -2.285 -4.121
H -0.914 0.230 -5.212
H 1.007 -1.194 -5.904
N 0.275 -0.604 -2.119
P 2.336 -0.800 0.008
P -2.203 0.577 -0.963
C 2.161 -2.003 -1.419
H 1.625 -2.874 -1.003
H 3.125 -2.362 -1.816
C -0.354 0.503 1.826
O -0.608 0.809 2.933
C -1.714 0.691 -2.665
H -2.398 1.051 -3.441
C -3.541 -0.827 -0.900
C -3.088 2.217 -0.505
C 2.985 -1.848 1.512
C 3.705 0.392 -0.609
C -3.782 -1.269 0.556
H -4.352 -0.517 1.123
H -4.371 -2.206 0.568
H -2.834 -1.438 1.090
C -4.885 -0.465 -1.559
H -5.453 0.285 -0.984
H -4.742 -0.092 -2.587
H -5.511 -1.376 -1.620
C -2.936 -1.981 -1.730
H -3.554 -2.890 -1.594
H -2.929 -1.726 -2.801
H -1.900 -2.210 -1.443
C -3.908 2.054 0.789
H -3.293 1.630 1.602
H -4.261 3.049 1.117
H -4.798 1.420 0.649
C -2.023 3.297 -0.255
H -1.408 3.064 0.628
H -1.362 3.423 -1.126
H -2.535 4.260 -0.069
C -3.975 2.718 -1.664
H -4.784 2.023 -1.928
H -4.440 3.676 -1.365
H -3.367 2.908 -2.565
C 3.880 1.506 0.445
H 4.636 2.228 0.086
H 2.944 2.055 0.617
H 4.232 1.107 1.412
C 3.222 0.991 -1.952
H 3.333 0.263 -2.772
H 2.176 1.319 -1.936
H 3.853 1.869 -2.184
C 5.064 -0.282 -0.904
H 5.658 0.406 -1.533
H 5.653 -0.484 0.001
H 4.949 -1.222 -1.471
C 2.690 -3.340 1.268
H 3.292 -3.751 0.439
H 2.945 -3.909 2.182
H 1.628 -3.514 1.047
C 2.189 -1.366 2.743
H 1.109 -1.536 2.615
H 2.533 -1.916 3.639
H 2.332 -0.287 2.923
C 4.489 -1.738 1.827
H 5.113 -2.174 1.032
H 4.813 -0.702 2.009
H 4.684 -2.311 2.753
Mg 0.000 0.000 0.000
N -0.510 -2.004 0.469
C -0.825 -3.092 0.772
C -1.210 -4.467 1.144
C -2.166 -5.043 0.070
C 0.079 -5.328 1.216
C -1.928 -4.433 2.518
H -3.090 -4.448 0.003
H -1.686 -5.057 -0.921
H -2.431 -6.077 0.351
H 0.772 -4.947 1.983
H -0.196 -6.364 1.477
H 0.599 -5.336 0.244
H -2.228 -5.460 2.789
H -1.268 -4.040 3.306
H -2.832 -3.804 2.470
N 2.445 4.879 0.139
C 1.118 4.378 -0.215
C 0.878 3.009 0.356
O 0.947 2.859 1.660
O 0.516 1.994 -0.431
H 2.562 4.895 1.179
H 2.546 5.856 -0.220
H 3.184 4.282 -0.294
H 0.351 5.065 0.208
H 1.002 4.361 -1.320
```

***

Record 2
# C31H56N4O2

A cluster of 3 separate species, C31H56N4O2 in total (the ωB97M-V functional and the def2-TZVPD basis, the OMol25 dataset).

## Properties
SMILES	CCCCNc1cc(N=C(C)C)c(CCCCN)c2c1C(=O)NC2=O.CCCCCC.CCCCCC
LUMO energy	-0.95	eV
multiplicity	1
HOMO	-7.62	eV
DFT total energy	-1584.00214	hartree
HOMO-LUMO gap	6.671	eV
net charge	0
molar mass	516.82	g/mol

Geometry as XYZ:
```
93
C31H56N4O2 | the OMol25 dataset | the ωB97M-V functional and the def2-TZVPD basis
C 4.897 -6.997 2.364
C 5.564 -5.524 2.206
C 4.543 -4.334 2.542
C 3.792 -4.710 3.941
N 3.514 -3.464 4.764
C 2.092 -3.135 4.497
C 1.699 -2.003 3.481
C 0.212 -1.641 3.127
N -0.189 -0.595 2.204
C 0.777 -0.250 1.363
C 1.026 -0.889 -0.081
C 1.753 0.958 1.827
C -0.899 -2.496 3.861
C -2.471 -2.313 3.619
C -3.123 -3.711 3.100
C -3.196 -3.777 1.467
C -2.156 -4.851 0.865
N -1.292 -4.268 -0.236
C -0.455 -3.572 4.868
C 1.009 -3.959 5.234
C 1.096 -5.146 6.282
O 2.055 -5.667 6.886
N -0.330 -5.561 6.392
C -1.274 -4.567 5.798
O -2.485 -4.623 6.108
H 3.786 -6.987 2.061
H 4.959 -7.403 3.429
H 5.444 -7.688 1.631
H 6.461 -5.424 2.915
H 5.914 -5.468 1.110
H 5.031 -3.298 2.566
H 3.712 -4.311 1.750
H 2.831 -5.260 3.648
H 4.412 -5.406 4.597
H 4.045 -2.665 4.385
H 2.565 -1.431 2.986
H 1.765 -0.278 -0.703
H 1.380 -1.977 -0.051
H 0.023 -0.863 -0.642
H 2.790 0.897 1.346
H 1.301 1.970 1.504
H 1.804 0.975 2.966
H -2.657 -1.482 2.861
H -2.932 -2.009 4.627
H -2.506 -4.622 3.420
H -4.162 -3.851 3.560
H -3.008 -2.725 1.043
H -4.248 -4.174 1.236
H -2.718 -5.764 0.450
H -1.423 -5.238 1.664
H -1.323 -4.961 -0.997
H -1.658 -3.352 -0.541
H -0.482 -6.485 5.960
C -0.606 3.459 -1.426
C 0.632 3.721 -2.272
C 1.912 3.849 -1.445
C 1.933 5.017 -0.453
C 1.721 6.399 -1.072
C 2.811 6.785 -2.063
H -0.806 4.283 -0.737
H -1.484 3.346 -2.069
H -0.493 2.541 -0.843
H 0.478 4.617 -2.882
H 0.755 2.890 -2.975
H 2.764 3.934 -2.127
H 2.067 2.918 -0.885
H 2.895 5.006 0.072
H 1.170 4.856 0.316
H 1.705 7.141 -0.266
H 0.744 6.457 -1.560
H 3.794 6.780 -1.582
H 2.631 7.793 -2.447
H 2.841 6.106 -2.918
C -4.588 6.319 -7.073
C -5.047 4.983 -6.506
C -4.605 4.758 -5.059
C -3.089 4.709 -4.841
C -2.348 3.645 -5.652
C -2.777 2.225 -5.309
H -3.498 6.392 -7.105
H -4.956 6.441 -8.096
H -4.972 7.149 -6.474
H -4.691 4.169 -7.146
H -6.141 4.946 -6.543
H -5.055 3.829 -4.694
H -5.017 5.557 -4.433
H -2.898 4.539 -3.775
H -2.656 5.689 -5.070
H -1.275 3.741 -5.454
H -2.477 3.819 -6.724
H -2.612 2.013 -4.248
H -2.194 1.505 -5.890
H -3.832 2.055 -5.536
```

***

Record 3
# C31H57BClO2PPb

A structure of composition C31H57BClO2PPb (the ωB97M-V functional and the def2-TZVPD basis, the OMol25 dataset).

## Properties
LUMO energy (spin up / spin down)	0.05 / -1.60	eV
multiplicity	1
HOMO (spin up / spin down)	-7.77 / -5.83	eV
energy relative to the best compared isomer or geometry (same formula, charge and spin)	40.2	kcal per mole
DFT total energy	-2385.04450	hartree
HOMO-LUMO gap (spin up / spin down)	7.820 / 4.234	eV
net charge	0
molar mass	746.23	g/mol

Geometry as XYZ:
```
94
C31H57BClO2PPb | the OMol25 dataset | the ωB97M-V functional and the def2-TZVPD basis
Pb -2.044 1.182 2.731
Cl -3.879 0.004 1.380
P -0.832 0.301 -1.079
C -3.017 2.945 2.372
H -2.669 3.911 2.795
H -3.863 2.973 1.662
C 0.532 -0.618 -1.993
C -0.743 2.090 -1.636
C 1.912 -0.029 -1.646
H 0.465 -1.618 -1.521
C 3.035 -0.946 -2.143
H 2.021 0.959 -2.122
H 2.004 0.130 -0.561
C 2.903 -1.281 -3.635
H 4.005 -0.471 -1.953
H 3.011 -1.877 -1.560
C 1.496 -1.757 -4.019
H 3.154 -0.390 -4.226
H 3.632 -2.054 -3.902
C 0.390 -0.826 -3.505
H 1.413 -1.848 -5.109
H 1.327 -2.758 -3.597
H 0.462 0.139 -4.026
H -0.591 -1.250 -3.756
C -2.449 -0.352 -1.781
C -0.240 2.360 -3.054
H -1.796 2.424 -1.573
C -0.352 3.853 -3.380
H 0.812 2.052 -3.140
H -0.810 1.784 -3.797
C 0.395 4.726 -2.367
H 0.037 4.032 -4.390
H -1.414 4.129 -3.387
C 0.040 4.397 -0.911
H 1.476 4.596 -2.511
H 0.177 5.782 -2.566
C 0.071 2.894 -0.603
H 0.728 4.919 -0.236
H -0.969 4.773 -0.694
H 1.114 2.540 -0.608
H -0.324 2.718 0.412
C -2.474 -1.889 -1.769
H -3.158 -0.016 -0.995
C -3.867 -2.417 -2.130
H -1.738 -2.284 -2.486
H -2.189 -2.261 -0.774
C -4.388 -1.833 -3.449
H -3.835 -3.512 -2.191
H -4.558 -2.154 -1.317
C -4.297 -0.305 -3.497
H -3.812 -2.257 -4.282
H -5.430 -2.141 -3.596
C -2.908 0.226 -3.120
H -4.560 0.055 -4.498
H -5.028 0.121 -2.797
H -2.191 -0.042 -3.911
H -2.943 1.323 -3.078
C -0.282 -1.972 2.445
C -0.733 -1.370 3.507
H 0.780 -1.677 1.838
C -1.947 -1.829 4.296
H -0.175 -0.558 4.004
C -2.527 -3.165 3.795
H -1.688 -1.935 5.362
H -2.761 -1.080 4.281
C -2.420 -3.303 2.273
H -1.971 -3.986 4.266
H -3.577 -3.265 4.106
C -0.969 -3.128 1.804
H -2.809 -4.279 1.954
H -3.040 -2.519 1.811
H -0.416 -4.058 2.022
H -0.933 -3.021 0.709
C 2.935 2.084 3.180
C 3.147 0.674 2.675
C 4.310 0.673 1.684
O 1.943 0.282 1.958
B 1.797 -1.046 2.266
O 2.659 -1.601 3.166
C 3.296 -0.454 3.774
C 4.710 -0.867 4.130
C 2.563 -0.118 5.074
H 2.798 2.766 2.332
H 3.824 2.416 3.735
H 2.055 2.168 3.829
H 4.075 1.320 0.828
H 5.213 1.078 2.163
H 4.535 -0.333 1.301
H 5.239 -0.032 4.604
H 4.679 -1.693 4.850
H 5.281 -1.197 3.256
H 1.533 0.234 4.911
H 2.520 -1.016 5.706
H 3.111 0.652 5.633
```

***

Record 4
# C31H57ClF3NO10

A cluster of 4 separate species, C31H57ClF3NO10 in total (the ωB97M-V functional and the def2-TZVPD basis, the OMol25 dataset).

## Properties
SMILES	CCCCCCC[C@]1(CCCCC)CC(=O)N[C@]1(Cl)CCC(F)(F)F.CCOC(=O)OC.CCOC(=O)OC.CCOC(=O)OC
LUMO energy	0.58	eV
multiplicity	1
HOMO	-10.08	eV
DFT total energy	-2782.42466	hartree
HOMO-LUMO gap	10.657	eV
net charge	0
molar mass	696.24	g/mol

Geometry as XYZ:
```
103
C31H57ClF3NO10 | the OMol25 dataset | the ωB97M-V functional and the def2-TZVPD basis
C 3.945 -4.264 -2.678
C 3.261 -3.213 -3.575
C 3.251 -1.789 -2.987
C 1.962 -1.466 -2.233
C 0.763 -1.186 -3.146
C -0.233 -0.192 -2.536
C -1.592 -0.191 -3.262
C -2.729 -0.899 -2.510
C -2.319 -2.381 -2.410
C -3.311 -3.412 -1.852
C -2.602 -4.544 -1.109
C -1.718 -5.412 -2.027
C -0.230 -4.997 -2.046
C -4.060 -0.762 -3.283
C -5.102 -0.267 -2.315
O -6.213 0.072 -2.564
N -4.567 -0.286 -1.001
C -3.100 -0.240 -1.123
Cl -2.427 -1.117 0.291
C -2.710 1.257 -1.053
C -2.620 1.896 0.330
C -1.273 1.885 1.030
F -1.048 3.073 1.637
F -0.244 1.680 0.180
F -1.175 0.950 1.988
H 4.438 -3.797 -1.822
H 3.232 -4.989 -2.281
H 4.700 -4.829 -3.225
H 2.222 -3.519 -3.741
H 3.741 -3.201 -4.555
H 4.097 -1.676 -2.301
H 3.395 -1.051 -3.783
H 1.720 -2.307 -1.571
H 2.120 -0.602 -1.578
H 1.128 -0.790 -4.101
H 0.233 -2.116 -3.375
H -0.369 -0.450 -1.480
H 0.210 0.808 -2.556
H -1.904 0.816 -3.551
H -1.465 -0.736 -4.204
H -2.056 -2.675 -3.432
H -1.392 -2.440 -1.835
H -4.045 -2.954 -1.184
H -3.872 -3.853 -2.683
H -1.977 -4.104 -0.323
H -3.347 -5.160 -0.598
H -2.118 -5.363 -3.043
H -1.796 -6.452 -1.705
H -0.057 -4.078 -1.481
H 0.134 -4.844 -3.065
H 0.403 -5.769 -1.604
H -4.435 -1.752 -3.568
H -4.018 -0.179 -4.204
H -4.944 -1.026 -0.423
H -3.535 1.778 -1.548
H -1.817 1.472 -1.632
H -3.356 1.466 1.010
H -2.870 2.953 0.222
C 2.043 -6.671 -8.940
C 1.608 -5.610 -7.953
O 1.006 -6.187 -6.779
C 1.862 -6.675 -5.882
O 3.064 -6.635 -5.949
O 1.159 -7.200 -4.877
C 1.953 -7.758 -3.826
H 1.203 -7.315 -9.200
H 2.410 -6.196 -9.850
H 2.842 -7.284 -8.525
H 0.824 -4.982 -8.372
H 2.442 -4.978 -7.651
H 2.671 -7.027 -3.459
H 2.481 -8.644 -4.176
H 1.252 -8.022 -3.040
C -1.141 5.130 4.128
C -0.132 6.144 4.615
O -0.652 7.487 4.568
C -1.448 7.823 5.578
O -1.715 7.143 6.537
O -1.890 9.065 5.367
C -2.765 9.564 6.383
H -1.481 5.384 3.123
H -0.685 4.141 4.098
H -2.005 5.092 4.791
H 0.740 6.170 3.965
H 0.201 5.927 5.630
H -2.298 9.490 7.363
H -3.700 9.007 6.387
H -2.947 10.603 6.127
C 1.405 7.397 9.765
C 1.356 5.943 9.357
O 2.277 5.656 8.287
C 3.553 5.528 8.642
O 3.993 5.600 9.761
O 4.272 5.308 7.539
C 5.677 5.167 7.768
H 1.223 8.039 8.902
H 0.633 7.595 10.510
H 2.373 7.650 10.196
H 0.382 5.687 8.944
H 1.570 5.281 10.196
H 5.870 4.394 8.509
H 6.103 6.109 8.110
H 6.102 4.888 6.808
```

***

Record 5
# C31H57CrN2O2P2S

A structure of composition C31H57CrN2O2P2S (the ωB97M-V functional and the def2-TZVPD basis, the OMol25 dataset).

## Properties
<S²>	6.045
LUMO energy (spin up / spin down)	-2.24 / -3.19	eV
multiplicity	5
HOMO (spin up / spin down)	-8.76 / -8.73	eV
energy relative to the best compared isomer or geometry (same formula, charge and spin)	28.4	kcal per mole
DFT total energy	-3600.48603	hartree
HOMO-LUMO gap (spin up / spin down)	6.523 / 5.539	eV
net charge	+1
molar mass	635.82	g/mol

Geometry as XYZ:
```
96
C31H57CrN2O2P2S | the OMol25 dataset | the ωB97M-V functional and the def2-TZVPD basis
C -2.643 0.575 0.461
C -1.652 0.502 -1.727
C -3.891 0.799 -0.088
C -2.847 1.001 -2.254
C -3.979 1.088 -1.446
H -4.758 0.794 0.559
H -2.908 1.230 -3.317
H -4.947 1.388 -1.872
N -1.564 0.452 -0.338
P -0.707 0.703 2.482
P 0.709 -1.111 -1.763
C -2.481 0.433 1.967
H -3.096 1.158 2.517
H -2.804 -0.563 2.306
C 1.663 -0.920 1.234
O 2.531 -1.477 1.797
C -0.595 -0.096 -2.499
H -0.322 0.392 -3.432
C 2.529 -0.743 -2.514
C -0.215 -2.532 -2.725
C -0.612 2.570 2.763
C -0.501 -0.261 4.079
C 3.449 -0.096 -1.468
H 3.463 -0.650 -0.524
H 4.473 -0.078 -1.880
H 3.158 0.940 -1.259
C 3.179 -2.059 -2.972
H 3.137 -2.804 -2.167
H 2.719 -2.472 -3.879
H 4.243 -1.888 -3.204
C 2.374 0.261 -3.644
H 3.371 0.614 -3.979
H 1.852 -0.140 -4.525
H 1.830 1.128 -3.245
C 0.530 -3.846 -2.590
H 0.781 -4.053 -1.543
H -0.127 -4.644 -2.960
H 1.448 -3.862 -3.186
C -1.633 -2.616 -2.139
H -1.616 -2.711 -1.049
H -2.227 -1.728 -2.387
H -2.152 -3.474 -2.577
C -0.303 -2.093 -4.211
H -1.065 -1.293 -4.340
H 0.669 -1.729 -4.612
H -0.634 -2.971 -4.798
C 0.855 0.115 4.685
H 1.010 -0.509 5.573
H 1.681 -0.086 3.993
H 0.907 1.158 5.012
C -0.489 -1.747 3.704
H -1.438 -2.076 3.262
H 0.316 -1.978 2.998
H -0.314 -2.338 4.613
C -1.633 -0.031 5.085
H -2.619 -0.273 4.673
H -1.454 -0.701 5.936
H -1.663 0.985 5.484
C -1.351 3.271 1.616
H -2.426 3.054 1.620
H -1.236 4.355 1.743
H -0.952 3.006 0.628
C 0.870 2.965 2.772
H 1.326 2.875 1.784
H 0.942 4.015 3.086
H 1.463 2.361 3.470
C -1.235 3.006 4.089
H -2.281 2.704 4.202
H -0.659 2.675 4.958
H -1.213 4.103 4.106
Cr 0.305 0.145 0.348
N 1.209 1.899 -0.197
C 1.364 2.771 -0.985
C 1.095 3.774 -2.072
C 0.517 3.253 -3.418
C 0.025 4.720 -1.524
C 2.490 4.358 -2.269
H 1.151 2.492 -3.891
H -0.469 2.775 -3.261
H 0.393 4.065 -4.171
H 0.176 4.995 -0.477
H -0.087 5.650 -2.096
H -0.943 4.204 -1.583
H 2.464 5.370 -2.701
H 2.974 4.372 -1.276
H 3.089 3.697 -2.933
C -1.310 -5.319 0.797
S 0.034 -4.300 1.440
C 0.639 -5.394 2.732
O 1.119 -4.244 0.405
H -1.870 -5.718 1.650
H -0.907 -6.130 0.180
H -1.970 -4.677 0.202
H 1.029 -6.310 2.270
H 1.437 -4.865 3.266
H -0.190 -5.613 3.414
```